Molecular formula: C45H65NO16
Method: DFT, ωB97M-V/def2-TZVPD

As for the total charge: 0. Its largest force on an atom is 0.780 eV Å⁻¹. The LUMO energy is 0.092 eV. As for the SMILES: CCCCCCCCCc1cccc2c1C(=O)NC2=O.O=C1CCCO1.O=C1CCCO1.O=C1CCCO1.O=C1CCCO1.O=C1CCCO1.O=C1CCCO1.O=C1CCCO1. The orbital gap is 9.17 eV.

Last columns: bonded neighbours and bond lengths (Å).
Element x y z (Å)
1 O 6.264 -1.248 0.998  C18 1.200
2 O -5.878 1.893 7.771  C40 1.194
3 O -8.232 2.209 -4.933  C35 1.440, C42 1.347
4 O 10.598 -4.652 -2.374  C26 1.354, C41 1.438
5 O -6.215 1.261 -4.796  C42 1.199
6 O 2.720 4.282 0.582  C59 1.202
7 O 6.593 -2.549 -0.805  C18 1.358, C30 1.450
8 O -5.065 -2.271 -2.302  C28 1.198
9 O 8.605 -4.914 -3.344  C26 1.196
10 O 8.140 2.778 -1.032  C31 1.354, C62 1.440
11 O -3.787 -0.764 -3.333  C28 1.350, C38 1.442
12 O -7.445 1.803 6.179  C40 1.356, C58 1.436
13 O 10.067 1.652 -0.879  C31 1.196
14 O 1.269 0.209 -0.900  C25 1.202
15 O 2.961 -3.661 1.827  C23 1.448, C56 1.349
16 O 0.813 -3.070 1.669  C56 1.200
17 N 2.166 2.316 -0.529  C25 1.426, C59 1.413, H123 1.010
18 C 6.785 -1.426 -0.068  O1 1.200, O7 1.358, C48 1.512
19 C 9.960 3.992 -0.184  C31 1.517, C55 1.528, H117 1.091, H126 1.086
20 C -6.226 1.286 0.245  C50 1.532, C53 1.533, H77 1.098, H119 1.095
21 C -5.093 2.242 2.357  C50 1.535, C61 1.538, H85 1.091, H120 1.094
22 C -8.069 3.839 -3.243  C35 1.524, C39 1.528, H104 1.091, H118 1.088
23 C 4.142 -3.599 0.993  O15 1.448, C32 1.519, H76 1.088, H112 1.086
24 C -4.854 -0.900 0.539  C29 1.538, C53 1.532, H67 1.095, H89 1.090
25 C 1.269 1.236 -0.275  O14 1.202, N17 1.426, C47 1.486
26 C 9.512 -5.383 -2.723  O4 1.354, O9 1.196, C27 1.516
27 C 9.675 -6.808 -2.230  C26 1.516, C34 1.528, H88 1.086, H113 1.091
28 C -4.709 -1.749 -3.320  O8 1.198, O11 1.350, C36 1.516
29 C -3.406 -1.397 0.391  C24 1.538, C44 1.547, H71 1.092, H87 1.090
30 C 7.435 -2.510 -1.985  O7 1.450, C51 1.522, H94 1.085, H95 1.085
31 C 9.451 2.665 -0.716  O10 1.354, O13 1.196, C19 1.517
32 C 3.611 -3.594 -0.431  C23 1.519, C43 1.526, H98 1.093, H100 1.085
33 C 0.401 3.470 2.474  C45 1.376, C46 1.389, H86 1.081
34 C 10.787 -6.677 -1.190  C27 1.528, C41 1.524, H72 1.091, H114 1.088
35 C -8.863 3.420 -4.474  O3 1.440, C22 1.524, H93 1.092, H116 1.087
36 C -5.204 -2.009 -4.729  C28 1.516, C37 1.528, H70 1.087, H92 1.091
37 C -4.139 -1.334 -5.592  C36 1.528, C38 1.524, H105 1.088, H124 1.092
38 C -3.645 -0.229 -4.665  O11 1.442, C37 1.524, H68 1.088, H83 1.089
39 C -6.670 3.329 -3.586  C22 1.528, C42 1.515, H81 1.091, H122 1.087
40 C -6.928 1.474 7.388  O2 1.194, O12 1.356, C60 1.518
41 C 11.573 -5.485 -1.722  O4 1.438, C34 1.524, H64 1.092, H90 1.087
42 C -6.964 2.144 -4.482  O3 1.347, O5 1.199, C39 1.515
43 C 2.284 -2.859 -0.275  C32 1.526, C56 1.518, H108 1.089, H127 1.086
44 C -2.494 -0.798 1.488  C29 1.547, C54 1.537, H69 1.093, H111 1.092
45 C 0.937 2.841 1.374  C33 1.376, C47 1.390, C59 1.491
46 C -0.641 2.815 3.117  C33 1.389, C57 1.397, H107 1.083
47 C 0.459 1.623 0.908  C25 1.486, C45 1.390, C52 1.395
48 C 7.747 -0.498 -0.775  C18 1.512, C51 1.525, H63 1.090, H73 1.083
49 C -8.811 0.073 7.002  C58 1.524, C60 1.528, H66 1.091, H121 1.088
50 C -6.322 1.550 1.751  C20 1.532, C21 1.535, H109 1.096, H115 1.093
51 C 7.741 -1.034 -2.202  C30 1.522, C48 1.525, H65 1.092, H101 1.088
52 C -0.604 0.958 1.521  C47 1.395, C54 1.505, C57 1.394
53 C -5.040 0.426 -0.205  C20 1.533, C24 1.532, H74 1.094, H80 1.093
54 C -1.116 -0.349 0.978  C44 1.537, C52 1.505, H99 1.095, H125 1.090
55 C 8.669 4.731 0.166  C19 1.528, C62 1.524, H75 1.090, H97 1.088
56 C 1.888 -3.199 1.151  O15 1.349, O16 1.200, C43 1.518
57 C -1.126 1.591 2.647  C46 1.397, C52 1.394, H82 1.081
58 C -8.758 1.243 6.025  O12 1.436, C49 1.524, H84 1.088, H106 1.092
59 C 2.039 3.297 0.479  O6 1.202, N17 1.413, C45 1.491
60 C -7.894 0.561 8.122  C40 1.518, C49 1.528, H79 1.091, H91 1.086
61 C -4.931 1.917 3.852  C21 1.538, H78 1.089, H103 1.092, H110 1.091
62 C 7.684 4.129 -0.828  O10 1.440, C55 1.524, H96 1.087, H102 1.092
63 H 8.727 -0.589 -0.307  C48 1.090
64 H 12.322 -5.777 -2.461  C41 1.092
65 H 6.932 -0.567 -2.766  C51 1.092
66 H -8.381 -0.815 6.536  C49 1.091
67 H -5.061 -0.759 1.604  C24 1.095
68 H -2.601 0.027 -4.832  C38 1.088
69 H -3.044 0.038 1.928  C44 1.093
70 H -5.297 -3.077 -4.909  C36 1.087
71 H -3.426 -2.482 0.512  C29 1.092
72 H 10.354 -6.430 -0.220  C34 1.091
73 H 7.404 0.527 -0.706  C48 1.083
74 H -4.117 1.014 -0.188  C53 1.094
75 H 8.367 4.480 1.183  C55 1.090
76 H 4.773 -4.460 1.202  C23 1.088
77 H -6.152 2.262 -0.253  C20 1.098
78 H -5.574 2.555 4.457  C61 1.089
79 H -8.428 1.154 8.865  C60 1.091
80 H -5.214 0.170 -1.253  C53 1.093
81 H -6.091 4.056 -4.157  C39 1.091
82 H -1.938 1.119 3.183  C57 1.081
83 H -4.271 0.661 -4.717  C38 1.089
84 H -8.888 0.940 4.989  C58 1.088
85 H -4.177 2.014 1.811  C21 1.091
86 H 0.771 4.422 2.827  C33 1.081
87 H -3.033 -1.163 -0.606  C29 1.090
88 H 8.740 -7.174 -1.816  C27 1.086
89 H -5.544 -1.658 0.167  C24 1.090
90 H 12.058 -4.905 -0.940  C41 1.087
91 H -7.354 -0.242 8.616  C60 1.086
92 H -6.176 -1.528 -4.839  C36 1.091
93 H -8.808 4.159 -5.277  C35 1.092
94 H 8.329 -3.091 -1.785  C30 1.085
95 H 6.898 -2.962 -2.813  C30 1.085
96 H 6.662 4.100 -0.460  C62 1.087
97 H 8.738 5.814 0.093  C55 1.088
98 H 3.430 -4.619 -0.764  C32 1.093
99 H -0.386 -1.117 1.255  C54 1.095
100 H 4.295 -3.128 -1.132  C32 1.085
101 H 8.670 -0.867 -2.744  C51 1.088
102 H 7.699 4.644 -1.791  C62 1.092
103 H -3.910 2.084 4.200  C61 1.092
104 H -8.445 3.313 -2.364  C22 1.091
105 H -4.511 -0.957 -6.542  C37 1.088
106 H -9.493 2.016 6.263  C58 1.092
107 H -1.102 3.241 3.999  C46 1.083
108 H 2.406 -1.779 -0.356  C43 1.089
109 H -7.178 2.217 1.904  C50 1.096
110 H -5.192 0.874 4.034  C61 1.091
111 H -2.389 -1.536 2.286  C44 1.092
112 H 4.691 -2.692 1.228  C23 1.086
113 H 9.970 -7.430 -3.077  C27 1.091
114 H 11.396 -7.570 -1.069  C34 1.088
115 H -6.577 0.636 2.294  C50 1.093
116 H -9.907 3.207 -4.263  C35 1.087
117 H 10.519 4.487 -0.979  C19 1.091
118 H -8.121 4.907 -3.044  C22 1.088
119 H -7.169 0.842 -0.089  C20 1.095
120 H -5.257 3.321 2.291  C21 1.094
121 H -9.822 -0.170 7.321  C49 1.088
122 H -6.102 3.014 -2.714  C39 1.087
123 H 2.200 2.659 -1.478  N17 1.010
124 H -3.329 -2.036 -5.798  C37 1.092
125 H -1.125 -0.331 -0.111  C54 1.090
126 H 10.609 3.832 0.673  C19 1.086
127 H 1.520 -3.191 -0.972  C43 1.086